{
  "formula": "C3H7N3O",
  "method": "ωB97M-V/def2-TZVPD",
  "symbols": ["C", "C", "C", "H", "H", "H", "H", "H", "H", "H", "N", "N", "N", "O"],
  "coordinates": [[0.458, -1.837, 1.922], [-0.224, -0.539, 0.178], [-0.024, 2.110, -2.182], [0.285, -0.734, 2.687], [-0.650, -2.492, 1.949], [1.382, -2.279, 2.189], [-1.969, 0.378, 0.171], [1.325, 0.067, -1.169], [1.028, 2.442, -2.130], [-0.642, 2.629, -2.752], [-1.501, -0.563, 0.368], [0.334, 0.675, -0.496], [-0.504, 1.385, -1.312], [0.702, -1.244, 0.579]],
  "multiplicity": 1,
  "lumo_ev": 0.61,
  "homo_lumo_gap_ev": 9.54,
  "energy_ha": -357.8241,
  "relative_energy_kcal_mol": 141.7
}